Formula: C7H6ClN4
Source: OMol25
Level of theory: ωB97M-V/def2-TZVPD

Geometry as XYZ:
```
18
Properties=species:S:1:pos:R:3:forces:R:3:lowdin_charge:R:1
C 1.370 0.386 -0.340 0.686 0.501 0.553 -0.46
C -0.745 1.401 0.272 -0.403 0.212 0.267 -0.08
C -1.374 0.705 1.223 -0.039 0.560 -0.312 -0.11
C -0.011 0.711 -0.835 0.343 -0.291 -0.162 -0.28
C -1.390 -0.738 1.176 0.228 -0.349 -0.132 -0.13
C -0.661 -0.616 -1.209 0.008 0.212 -0.066 -0.20
C -0.992 -1.338 0.059 -0.412 -0.362 -0.300 -0.68
N 1.947 1.069 0.658 -0.483 -0.017 -0.363 -0.01
N 2.164 -0.582 -0.798 -0.611 0.226 -0.177 -0.01
N 3.131 0.488 0.807 0.327 0.172 0.272 -0.16
N 3.256 -0.479 -0.050 0.690 -0.511 -0.077 -0.16
Cl -1.028 -3.066 -0.080 -0.032 -0.377 0.081 0.63
H -0.672 2.476 0.330 -0.012 0.109 0.072 0.10
H -1.855 1.188 2.059 0.009 0.178 0.094 0.09
H 0.068 1.364 -1.712 -0.139 -0.104 0.048 0.13
H -1.695 -1.307 2.041 0.008 -0.104 0.034 0.10
H -1.575 -0.475 -1.803 -0.011 -0.057 0.089 0.12
H 0.061 -1.187 -1.797 -0.157 0.000 0.078 0.09
```
Forces are in eV/Å.

## Properties
E_LUMO   3.29 eV
Multiplicity   1
Calculated total energy   -25839.1061 eV
Charge   -1
Kohn-Sham gap   0.29863 Eh

Formula: C14H24AlClN2S
Source: OMol25
Level of theory: ωB97M-V/def2-TZVPD

Geometry as XYZ:
```
43
Properties=species:S:1:pos:R:3:forces:R:3:lowdin_charge:R:1
Al -0.408 1.684 -1.549 -0.391 -0.166 1.306 -0.04
C -3.663 2.384 -1.807 0.015 0.078 -0.353 0.01
C -2.634 1.912 -0.839 0.458 0.103 0.059 -0.31
C -1.788 2.841 -0.160 -0.336 0.064 0.183 -0.07
C -1.131 2.470 1.045 0.060 -0.037 -0.138 -0.27
C -0.454 3.513 1.869 0.041 0.099 -0.009 0.00
C -1.117 1.129 1.401 -0.129 -0.014 0.042 0.00
C -1.691 0.154 0.583 0.130 0.055 0.083 -0.23
C -1.566 -1.299 0.916 -0.063 -0.069 -0.011 0.00
C -2.426 0.552 -0.551 -0.014 -0.013 -0.008 -0.02
H -3.228 2.614 -2.783 -0.010 -0.034 0.020 0.09
H -4.126 3.301 -1.444 0.003 -0.028 0.056 0.11
H -4.435 1.632 -1.959 0.031 -0.035 0.012 0.11
H -1.935 3.900 -0.349 0.101 -0.007 -0.140 0.16
H 0.517 3.768 1.434 0.009 -0.026 0.023 0.09
H -0.287 3.169 2.887 0.003 -0.018 -0.012 0.10
H -1.039 4.432 1.899 -0.020 -0.017 0.016 0.11
H -0.669 0.832 2.342 0.078 -0.004 -0.043 0.14
H -0.725 -1.738 0.370 0.010 -0.002 0.017 0.08
H -2.459 -1.851 0.625 0.003 0.007 0.002 0.11
H -1.395 -1.448 1.980 0.029 0.010 -0.004 0.10
H -2.993 -0.194 -1.096 0.067 0.007 -0.078 0.15
Cl -0.618 1.414 -3.536 -0.037 -0.065 -0.797 0.49
C 2.093 -2.347 2.440 0.068 0.040 -0.092 -0.06
C 3.014 -1.600 1.485 -0.019 -0.275 0.182 -0.18
N 2.359 -0.401 0.930 0.009 -0.054 0.176 0.06
C 1.981 -0.121 -0.294 -0.068 0.464 -0.325 -0.65
S 1.612 1.602 -0.588 0.174 -0.063 0.033 0.86
N 1.928 -0.952 -1.312 -0.148 -0.290 -0.178 0.05
C 1.974 -2.427 -1.345 -0.075 -0.221 -0.088 -0.20
C 1.098 -2.919 -2.489 0.040 0.074 0.042 -0.05
H 2.642 -3.164 2.907 -0.003 0.002 0.004 0.10
H 1.233 -2.771 1.920 -0.023 0.010 0.012 0.06
H 1.738 -1.688 3.233 -0.012 -0.028 0.001 0.08
H 3.353 -2.239 0.676 0.067 0.127 0.027 0.11
H 3.896 -1.249 2.020 0.033 0.044 -0.084 0.14
H 2.277 0.364 1.585 -0.069 0.067 -0.030 0.14
H 1.821 -0.531 -2.224 -0.011 0.142 0.033 0.13
H 1.615 -2.818 -0.394 -0.016 0.090 -0.020 0.10
H 3.003 -2.756 -1.496 0.006 0.003 0.083 0.13
H 0.103 -2.471 -2.444 -0.007 -0.036 0.014 0.08
H 0.983 -3.999 -2.432 0.050 -0.004 -0.011 0.10
H 1.547 -2.683 -3.455 -0.032 0.018 -0.005 0.09
```
Forces are in eV/Å.

## Properties
E_LUMO   -7.48 eV
Multiplicity   1
Calculated total energy   -47830.9978 eV
Charge   +2
Kohn-Sham gap   0.33528 Eh

Formula: C37H81N4O3
Source: OMol25
Level of theory: ωB97M-V/def2-TZVPD

Geometry as XYZ:
```
125
Properties=species:S:1:pos:R:3:forces:R:3:lowdin_charge:R:1
C -3.007 22.075 9.240 0.119 -0.086 0.355 -0.08
C -2.338 20.888 8.579 0.337 -1.164 -0.551 -0.22
C -2.102 19.623 9.433 0.424 0.283 -0.029 -0.11
N -1.715 18.314 8.655 -0.691 0.334 0.785 -0.20
C -1.340 17.245 9.709 0.024 1.631 0.288 -0.15
C -0.895 15.923 9.166 0.455 0.693 -0.874 -0.16
C 0.262 16.131 8.150 -0.907 0.246 -1.171 -0.13
C -0.123 17.219 7.098 1.318 1.107 0.627 -0.15
C -0.493 18.578 7.727 -1.511 -1.896 -0.276 -0.07
C -2.987 17.799 7.926 1.541 1.544 -0.956 0.04
H -2.872 22.888 8.527 -0.358 0.195 0.212 0.09
H -2.519 22.366 10.170 0.083 -0.014 0.020 0.08
H -4.058 21.901 9.472 0.071 0.008 -0.006 0.06
H -1.392 21.242 8.169 0.126 -0.200 -0.027 0.12
H -2.940 20.574 7.727 -0.120 0.154 -0.252 0.09
H -2.962 19.443 10.078 -0.323 -0.369 -0.176 0.10
H -1.263 19.809 10.104 0.209 -0.103 -0.032 0.12
H -0.551 17.653 10.340 0.120 0.412 -0.177 0.12
H -2.222 17.192 10.347 -0.117 -0.249 -0.067 0.10
H -0.499 15.395 10.034 -0.467 -0.579 -0.148 0.13
H -1.808 15.526 8.721 0.422 -0.966 -0.042 0.09
H 1.188 16.353 8.680 -0.057 0.385 -0.006 0.12
H 0.494 15.259 7.538 -0.209 -0.385 0.445 0.12
H 0.725 17.540 6.493 0.509 -0.561 0.023 0.13
H -0.816 16.916 6.313 -0.413 -0.256 0.444 0.12
H 0.321 18.990 8.324 -0.237 0.007 0.139 0.15
H -0.766 19.235 6.901 -0.240 0.330 0.464 0.13
H -3.853 17.876 8.583 0.274 -0.363 0.099 0.10
H -2.820 16.872 7.378 -0.013 -0.230 0.795 0.10
H -3.098 18.507 7.105 -0.373 0.188 0.090 0.10
C -2.518 22.756 13.740 -0.247 0.346 0.562 -0.09
C -2.591 21.229 13.979 1.167 0.610 -1.159 -0.19
C -1.120 20.599 13.835 -3.297 -0.839 0.649 -0.04
N -1.224 19.022 14.034 2.234 0.276 -0.256 -0.22
C 0.214 18.507 13.806 0.029 -0.326 -0.077 -0.12
C 1.271 19.125 14.774 -0.751 -1.007 0.658 -0.13
C 0.839 18.739 16.221 0.318 0.415 -1.479 -0.18
C -0.590 19.114 16.507 -0.397 0.930 0.192 -0.17
C -1.599 18.605 15.499 0.429 -0.736 -1.066 -0.08
C -2.181 18.345 13.023 -0.009 1.278 2.599 0.03
H -3.452 23.180 13.373 -0.246 -0.452 -0.027 0.08
H -1.786 23.070 12.996 0.293 -0.239 0.091 0.07
H -2.353 23.313 14.663 0.424 -0.064 0.000 0.08
H -3.259 20.891 13.188 0.191 -0.619 -0.111 0.07
H -3.107 21.004 14.913 0.405 -0.030 0.160 0.11
H -0.442 20.995 14.592 -0.152 -0.187 -0.274 0.11
H -0.748 20.755 12.822 0.111 -0.063 0.125 0.13
H 0.414 18.463 12.735 0.174 1.435 -0.272 0.11
H 0.197 17.419 13.882 -0.249 -0.231 1.150 0.12
H 1.405 20.206 14.718 0.049 -0.189 -0.446 0.11
H 2.226 18.614 14.655 0.037 0.268 -0.607 0.12
H 1.490 19.221 16.950 0.042 -0.185 -0.045 0.13
H 0.950 17.656 16.276 0.039 -0.089 0.360 0.12
H -0.770 20.189 16.519 0.506 0.230 0.477 0.12
H -0.707 18.745 17.526 -1.080 -0.024 -0.110 0.14
H -2.642 18.893 15.633 0.199 0.068 0.268 0.13
H -1.490 17.521 15.477 -0.460 -0.183 -0.180 0.13
H -3.123 18.629 13.491 -0.508 -0.069 -0.833 0.09
H -2.089 17.268 13.161 0.374 0.042 -0.414 0.10
H -2.085 18.760 12.020 0.157 -0.173 0.345 0.07
C -1.803 11.957 10.094 0.810 -1.481 0.984 -0.10
C -3.143 12.643 9.962 0.620 -0.019 0.568 -0.22
C -3.810 12.700 11.350 -1.294 1.540 -1.119 -0.08
N -4.945 13.781 11.370 -2.851 -0.481 1.017 -0.24
C -5.582 13.716 12.825 0.269 1.595 -0.928 -0.07
C -6.683 14.784 13.017 0.446 -0.033 0.127 -0.16
C -6.176 16.211 12.760 -0.135 -0.265 -1.304 -0.15
C -5.576 16.342 11.309 0.812 -1.102 0.701 -0.12
C -4.498 15.195 11.043 -0.839 -0.049 0.094 -0.10
C -6.143 13.429 10.431 1.979 -1.048 -0.252 0.04
H -1.234 12.410 10.906 0.144 0.595 -0.137 0.08
H -1.150 11.908 9.223 -0.415 0.257 -0.187 0.09
H -1.845 10.941 10.488 -0.422 -0.320 -0.344 0.09
H -3.845 12.178 9.269 0.335 -0.077 -0.158 0.12
H -2.792 13.595 9.565 -0.920 0.482 0.146 0.08
H -3.178 12.967 12.197 0.256 -0.014 -0.257 0.13
H -4.337 11.774 11.581 0.190 -0.068 -0.025 0.14
H -4.707 13.975 13.423 -0.209 -0.261 0.479 0.13
H -5.981 12.727 13.047 0.441 -0.093 -0.341 0.14
H -7.025 14.719 14.049 0.186 -0.114 0.149 0.13
H -7.589 14.564 12.452 0.153 -0.078 -0.279 0.12
H -5.447 16.470 13.528 0.224 0.093 -0.140 0.11
H -7.007 16.909 12.864 0.092 0.097 -0.019 0.12
H -5.080 17.302 11.161 0.379 0.122 0.383 0.08
H -6.321 16.392 10.515 -0.343 -0.559 0.201 0.09
H -3.606 15.377 11.641 0.091 0.020 -0.012 0.12
H -4.238 15.062 9.992 0.187 0.699 -0.013 0.11
H -5.744 13.201 9.443 0.162 0.485 -0.099 0.09
H -6.890 14.217 10.338 0.202 -0.304 0.542 0.10
H -6.467 12.439 10.754 -0.667 0.391 0.323 0.12
C -11.100 19.313 6.859 -0.076 0.966 0.284 -0.06
C -9.991 19.835 7.813 -1.672 0.418 -0.117 -0.25
C -8.716 19.774 7.095 1.980 -0.580 1.341 -0.13
N -7.504 20.016 8.059 1.484 -0.730 -1.237 -0.20
C -7.604 21.339 8.869 1.217 -0.507 -0.778 -0.08
C -7.408 22.560 7.982 1.480 -0.369 -0.764 -0.12
C -6.069 22.529 7.148 0.120 -0.463 0.484 -0.17
C -6.024 21.303 6.256 -0.796 -0.327 0.026 -0.16
C -6.214 20.043 7.181 -0.315 1.228 -0.371 -0.10
C -7.304 18.787 9.015 -1.860 1.692 -0.649 0.02
H -11.005 18.263 6.585 -0.010 -0.091 0.511 0.08
H -11.110 19.836 5.902 0.182 0.260 0.013 0.08
H -12.056 19.549 7.326 -0.096 -0.468 -0.136 0.09
H -10.116 19.371 8.791 0.541 -0.468 -0.132 0.12
H -10.077 20.901 8.027 -0.923 0.107 -0.028 0.11
H -8.738 20.578 6.359 0.486 -0.421 -0.236 0.14
H -8.517 18.776 6.706 0.060 0.219 -0.513 0.13
H -8.550 21.385 9.407 0.329 -0.367 0.133 0.14
H -6.723 21.276 9.508 -0.407 -0.121 0.653 0.12
H -8.241 22.627 7.283 -0.079 0.578 0.080 0.12
H -7.297 23.424 8.638 -0.684 0.050 -0.042 0.13
H -5.912 23.462 6.608 -0.344 -0.088 -0.163 0.13
H -5.159 22.410 7.737 -0.318 0.418 0.826 0.07
H -6.704 21.530 5.435 -0.598 -0.983 0.025 0.12
H -5.081 21.155 5.728 0.308 0.114 0.278 0.11
H -6.073 19.087 6.676 -0.701 -0.020 -0.194 0.12
H -5.352 20.103 7.845 -0.202 0.085 0.574 0.10
H -7.499 17.862 8.474 0.385 0.147 -0.344 0.10
H -8.157 18.932 9.678 0.572 -0.325 0.637 0.09
H -6.343 18.848 9.526 -0.245 0.241 0.023 0.07
O -5.903 19.957 13.626 1.505 0.036 1.840 0.10
C -6.019 20.016 12.322 0.481 0.169 -3.640 -0.90
O -7.204 19.906 11.962 -1.375 -0.232 -1.030 -0.03
O -5.045 20.162 11.549 1.318 -0.294 0.034 -0.07
H -6.863 19.934 13.624 -1.409 -0.178 2.234 0.09
```
Forces are in eV/Å.

## Properties
E_LUMO   -6.54 eV
Multiplicity   1
Calculated total energy   -51760.1805 eV
Charge   +3
Kohn-Sham gap   0.29323 Eh

Formula: C41H55N8SSi4TeTi
Source: OMol25
Level of theory: ωB97M-V/def2-TZVPD

Geometry as XYZ:
```
111
Properties=species:S:1:pos:R:3:forces:R:3:lowdin_charge:R:1
Ti 0.931 0.027 -2.009 -0.268 -0.541 0.069 0.82
C 0.979 -4.185 -5.757 -0.007 0.001 0.002 -0.11
C 1.949 -3.213 -5.975 0.024 0.026 0.005 -0.10
C 2.313 -2.348 -4.957 -0.004 -0.001 0.003 -0.03
C 1.721 -2.438 -3.694 -0.072 -0.015 0.123 -0.29
C 0.761 -3.422 -3.478 0.014 -0.018 0.002 -0.01
C 0.390 -4.282 -4.505 0.007 0.012 0.020 -0.08
N 2.074 -1.510 -2.679 0.193 0.338 -0.002 -0.05
C 3.424 -1.420 -2.352 0.029 -0.070 0.012 -0.25
C 4.369 -2.444 -2.454 -0.043 0.026 0.031 -0.03
C 5.663 -2.236 -1.996 0.017 0.002 -0.005 -0.11
C 6.045 -1.019 -1.434 -0.011 -0.001 0.000 -0.11
C 5.129 0.018 -1.350 0.029 0.002 -0.080 -0.03
C 3.840 -0.183 -1.826 -0.005 0.087 -0.022 -0.23
N 2.820 0.759 -1.871 0.348 0.178 0.349 -0.17
N 3.081 2.003 -1.543 0.072 -0.023 -0.254 0.06
C 1.979 2.774 -1.755 0.183 0.005 -0.113 -0.42
C 2.039 4.154 -1.516 -0.091 0.083 -0.026 -0.01
C 0.948 4.924 -1.832 0.082 0.022 0.046 -0.07
C -0.184 4.325 -2.393 -0.050 -0.005 -0.011 -0.07
C -0.186 2.963 -2.578 0.074 -0.066 0.129 -0.16
N 0.858 2.185 -2.246 0.106 0.103 0.024 -0.01
H 0.687 -4.855 -6.556 0.001 0.010 0.017 0.09
H 2.414 -3.119 -6.949 -0.010 -0.001 0.027 0.09
H 3.056 -1.578 -5.129 -0.002 0.003 0.004 0.12
H 0.305 -3.512 -2.502 0.013 -0.017 -0.041 0.10
H -0.365 -5.036 -4.317 0.015 0.016 0.000 0.10
H 4.081 -3.400 -2.872 -0.007 0.001 0.002 0.11
H 6.382 -3.044 -2.064 -0.005 0.009 0.003 0.09
H 7.052 -0.884 -1.061 -0.015 -0.008 -0.008 0.09
H 5.389 0.981 -0.930 -0.006 -0.006 -0.006 0.10
H 2.943 4.562 -1.087 -0.017 -0.012 -0.022 0.11
H 0.967 5.992 -1.651 -0.003 -0.017 -0.003 0.10
H -1.060 4.899 -2.658 0.004 0.007 0.004 0.10
H -1.044 2.445 -2.977 -0.067 -0.023 -0.029 0.09
C -0.398 -4.653 1.150 0.005 -0.025 0.072 -0.11
C -1.597 -4.274 0.564 -0.059 0.062 -0.025 -0.11
C -1.669 -3.153 -0.248 -0.007 -0.084 0.036 -0.05
C -0.528 -2.384 -0.492 0.026 0.099 -0.016 -0.30
C 0.673 -2.756 0.117 -0.107 -0.054 0.020 -0.08
C 0.732 -3.880 0.926 0.021 0.071 -0.024 -0.09
N -0.527 -1.329 -1.441 -0.447 -0.295 -0.267 -0.12
N -1.596 -1.367 -2.226 -0.015 -0.085 -0.024 0.01
C -1.433 -0.685 -3.410 -0.182 0.040 -0.007 -0.32
C -2.478 -0.768 -4.349 -0.014 0.037 -0.077 -0.04
C -2.327 -0.198 -5.593 0.001 -0.008 0.030 -0.10
C -1.138 0.466 -5.920 -0.010 -0.006 -0.004 -0.11
C -0.123 0.566 -4.984 0.014 0.064 0.063 -0.12
C -0.244 0.008 -3.709 -0.155 0.009 0.214 -0.18
H -0.348 -5.533 1.780 0.002 0.020 -0.016 0.09
H -2.494 -4.856 0.743 0.001 0.004 -0.008 0.10
H -2.602 -2.882 -0.717 0.028 -0.026 0.005 0.09
H 1.566 -2.181 -0.064 0.092 0.057 -0.012 0.06
H 1.679 -4.154 1.378 -0.022 0.005 -0.014 0.10
H -3.376 -1.321 -4.092 0.012 0.012 0.005 0.10
H -3.121 -0.276 -6.326 0.000 0.001 0.004 0.09
H -1.016 0.900 -6.906 0.000 0.001 0.001 0.09
H 0.785 1.100 -5.245 0.019 0.013 -0.011 0.10
S -2.449 1.663 -0.469 -0.071 0.067 -0.281 0.69
C -3.923 1.081 -0.959 0.005 -0.058 0.018 -0.85
N -4.205 -0.201 -1.275 -0.146 0.135 0.080 0.03
C -5.545 -0.336 -1.822 0.039 -0.019 0.008 -0.16
C -6.225 0.919 -1.264 0.056 0.029 -0.002 -0.16
N -5.080 1.806 -1.097 0.048 -0.049 0.006 0.01
H -3.433 -0.822 -1.492 0.186 -0.137 -0.134 0.08
H -6.028 -1.252 -1.484 0.014 -0.008 -0.012 0.11
H -5.536 -0.325 -2.917 0.036 0.015 0.000 0.11
H -6.719 0.708 -0.310 0.029 0.002 0.027 0.11
H -6.956 1.332 -1.957 -0.023 0.020 0.002 0.11
H -5.136 2.663 -0.575 -0.020 0.017 -0.011 0.12
C 3.615 1.083 3.860 0.034 -0.034 -0.023 -0.24
Si 2.025 2.030 4.189 -0.079 -0.046 0.013 0.30
C 1.854 2.113 6.072 -0.009 0.018 0.060 -0.22
C 2.237 3.787 3.544 0.002 0.046 -0.020 -0.23
Si 0.189 1.020 3.111 -0.093 -0.066 0.090 0.01
Te 1.227 0.795 0.874 0.248 0.083 -0.089 0.58
Si -0.239 -1.052 4.104 0.007 0.034 -0.032 0.32
C -0.722 -0.907 5.927 -0.016 0.031 0.056 -0.22
C -1.661 -1.890 3.216 -0.050 -0.054 -0.035 -0.21
C 1.302 -2.126 3.990 0.058 -0.011 0.017 -0.22
Si -1.690 2.405 3.385 0.049 -0.014 -0.044 0.32
C -1.860 2.883 5.207 0.022 0.030 0.069 -0.22
C -1.507 4.005 2.416 -0.007 0.038 -0.053 -0.22
C -3.311 1.565 2.926 -0.054 -0.100 0.011 -0.24
H 4.461 1.623 4.300 -0.029 -0.038 -0.018 0.02
H 3.782 0.973 2.787 0.004 0.007 0.058 -0.01
H 3.582 0.081 4.299 -0.006 0.069 -0.032 0.01
H 2.722 2.633 6.494 -0.037 -0.021 -0.006 0.02
H 1.827 1.109 6.507 0.007 0.063 -0.033 0.01
H 0.955 2.643 6.397 0.057 -0.049 -0.021 0.00
H 3.206 4.193 3.854 -0.048 0.003 -0.016 0.02
H 1.453 4.452 3.920 0.046 -0.050 -0.027 0.01
H 2.194 3.788 2.450 0.007 0.005 0.073 0.01
H -1.731 -0.497 6.033 0.064 -0.009 -0.012 0.02
H -0.039 -0.266 6.492 -0.043 -0.055 -0.042 0.00
H -0.716 -1.900 6.391 -0.016 0.038 -0.004 0.02
H -2.598 -1.349 3.375 0.069 -0.030 -0.012 0.01
H -1.793 -2.918 3.570 -0.002 0.033 -0.033 0.03
H -1.473 -1.923 2.140 -0.012 -0.011 0.058 0.01
H 2.057 -1.809 4.716 -0.049 -0.010 -0.041 0.02
H 1.742 -2.053 2.991 -0.034 -0.003 0.068 0.01
H 1.056 -3.176 4.186 0.023 0.040 -0.013 0.03
H -0.963 3.381 5.588 -0.069 -0.021 -0.044 0.00
H -2.058 2.013 5.841 0.037 0.056 -0.046 0.02
H -2.699 3.580 5.316 0.021 -0.043 0.020 0.03
H -0.686 4.610 2.812 -0.041 -0.050 -0.040 0.01
H -2.430 4.592 2.486 0.044 -0.010 -0.009 0.03
H -1.310 3.805 1.360 -0.001 0.009 0.055 0.00
H -3.511 0.716 3.586 0.011 0.063 0.001 0.01
H -3.292 1.207 1.893 -0.012 0.041 0.213 -0.05
H -4.135 2.279 3.037 0.010 -0.017 -0.018 0.03
```
Forces are in eV/Å.

## Properties
E_LUMO (alpha / beta)   2.25 / 1.41 eV
Multiplicity   3
<S²>   2.037
Calculated total energy   -128091.2526 eV
Charge   -1
Kohn-Sham gap (alpha / beta)   0.22362 / 0.20297 Eh

Number 1: M 181.6 g mol⁻¹. Number 2: M 314.9 g mol⁻¹. Number 3: M 630.1 g mol⁻¹. Number 4: M 979.8 g mol⁻¹.